1.
# C24H49BrN2O8S7

8 unconnected molecules or ions with the total composition C24H49BrN2O8S7 (wB97M-V/def2-TZVPD, the Open Molecules 2025 dataset).

The energy above the lowest of the compared OMol25 structures with the same formula, charge and spin is 0.0 kcal/mol. The calculated total energy is -190927.118 eV.

Element x y z (Å)
O: -0.47274 7.75085 -2.60940
C: -1.30629 6.92728 -2.53327
Br: -2.81137 7.14128 -1.27217
C: -1.38193 5.64474 -3.34551
C: -1.46561 4.43651 -2.43566
C: -2.63926 3.75966 -2.26800
C: -2.70102 2.65761 -1.38065
C: -1.58637 2.27608 -0.69757
C: -0.35141 2.94923 -0.85503
N: 0.73621 2.51092 -0.15748
C: 1.81617 3.22159 -0.35271
C: 1.87718 4.34508 -1.20296
N: 0.85632 4.76118 -1.90489
C: -0.29057 4.04975 -1.73042
H: -2.27034 5.69900 -3.97169
H: -0.50077 5.59924 -3.97631
H: -3.52611 4.06613 -2.80076
H: -3.64342 2.15383 -1.23835
H: -1.62286 1.43982 -0.01314
H: 2.71479 2.92939 0.17697
H: 2.81333 4.88135 -1.29781
C: -5.51378 3.67369 1.42974
S: -6.60050 3.23226 0.07786
O: -5.79627 3.38366 -1.16763
C: -7.67102 4.67205 0.19180
H: -4.73343 2.92230 1.50300
H: -5.06697 4.64929 1.23151
H: -6.07781 3.69376 2.36171
H: -7.07471 5.57802 0.08180
H: -8.18141 4.66429 1.15473
H: -8.40351 4.61355 -0.61084
C: -1.36235 1.03991 3.75404
S: -3.07350 1.25321 4.23392
O: -3.75003 1.97084 3.11266
C: -2.77183 2.46822 5.52319
H: -1.32888 0.34523 2.92392
H: -0.95055 2.00335 3.44877
H: -0.79791 0.62526 4.58556
H: -2.26079 3.33175 5.09726
H: -2.16732 2.01494 6.30836
H: -3.73316 2.77321 5.93186
C: 1.85088 -2.47250 1.61605
S: 0.17153 -2.20851 2.17496
O: 0.23806 -1.44657 3.45764
C: -0.17549 -3.91394 2.60031
H: 2.27206 -1.50513 1.34565
H: 2.44081 -2.91882 2.41454
H: 1.84795 -3.12871 0.74961
H: 0.54245 -4.25561 3.34533
H: -0.10479 -4.52798 1.70430
H: -1.18368 -3.95574 3.01039
C: 3.47650 -6.40387 -1.21651
S: 1.77976 -6.14266 -0.69294
O: 1.83515 -5.38159 0.59321
C: 1.43973 -7.85401 -0.27933
H: 3.89743 -5.43714 -1.48365
H: 4.04983 -6.84018 -0.39851
H: 3.48397 -7.06113 -2.08572
H: 2.15171 -8.19512 0.47264
H: 1.51132 -8.46025 -1.18136
H: 0.42785 -7.90876 0.11622
C: -3.38932 -5.82092 -2.89947
S: -1.70552 -5.22221 -3.08909
O: -0.81514 -6.41338 -3.07488
C: -1.59275 -4.45790 -1.46498
H: -3.64994 -6.37471 -3.79871
H: -3.44797 -6.47765 -2.03135
H: -4.06355 -4.97240 -2.78336
H: -1.77400 -5.20876 -0.69477
H: -2.32285 -3.65174 -1.39195
H: -0.58867 -4.05243 -1.35425
C: 4.38441 -4.31489 4.66212
S: 5.36601 -3.37059 3.48904
O: 5.68730 -4.27668 2.35681
C: 6.83666 -3.26594 4.51776
H: 3.42397 -4.52887 4.19732
H: 4.89604 -5.24819 4.89778
H: 4.23103 -3.72326 5.56469
H: 7.18211 -4.27010 4.76382
H: 6.60470 -2.70815 5.42509
H: 7.60287 -2.74100 3.95160
C: 4.34872 5.26366 -6.07454
S: 3.50431 4.93924 -4.52097
O: 4.53930 4.95918 -3.45333
C: 3.13725 3.21359 -4.86354
H: 4.70364 6.29162 -6.05181
H: 5.19413 4.58378 -6.18160
H: 3.64790 5.13637 -6.89966
H: 4.06415 2.67337 -5.05736
H: 2.46982 3.14950 -5.72308
H: 2.64416 2.79832 -3.98655

Cartesian forces, eV/Å:
O -0.03 0.26 0.11
C 0.25 -0.22 -0.42
Br 0.01 0.03 -0.02
C -0.24 -0.21 0.51
C 0.00 0.33 -0.47
C 0.32 -0.24 0.19
C 0.15 0.23 -0.09
C -0.09 -0.32 0.15
C -0.33 -0.31 0.10
N 0.02 0.47 -0.34
C 0.11 -0.28 0.34
C 0.08 0.23 -0.23
N -0.04 -0.23 0.18
C -0.16 0.06 -0.06
H -0.12 0.02 0.02
H 0.17 0.16 0.00
H -0.13 0.04 0.02
H -0.08 -0.03 0.00
H 0.07 -0.03 0.08
H 0.03 -0.07 0.05
H 0.05 0.05 -0.10
C -0.01 0.15 -0.05
S 0.06 0.01 0.16
O -0.02 0.02 -0.17
C -0.03 0.10 -0.04
H -0.07 -0.03 0.00
H -0.05 0.00 -0.08
H 0.01 -0.07 0.01
H 0.04 -0.03 -0.01
H 0.00 -0.03 0.00
H 0.02 -0.04 -0.01
C -0.02 0.31 0.04
S 0.11 -0.08 -0.02
O 0.05 -0.02 0.13
C 0.00 0.10 0.03
H -0.02 -0.09 0.00
H -0.08 0.02 0.00
H 0.01 -0.11 -0.03
H 0.00 -0.02 -0.05
H -0.01 -0.02 -0.01
H -0.02 -0.03 -0.03
C 0.13 0.20 -0.08
S 0.03 -0.01 -0.04
O 0.11 -0.16 0.00
C -0.12 -0.08 0.04
H -0.09 0.05 0.07
H -0.03 -0.03 0.05
H -0.04 -0.11 0.04
H 0.03 0.03 -0.01
H 0.10 -0.01 -0.02
H 0.01 0.08 0.01
C 0.11 -0.05 0.05
S 0.01 0.04 -0.20
O -0.05 -0.14 0.02
C 0.02 -0.09 0.07
H -0.04 0.02 0.02
H -0.03 0.04 0.03
H -0.04 0.02 -0.02
H 0.01 0.06 0.00
H -0.04 0.03 -0.03
H -0.02 0.04 -0.04
C -0.08 -0.03 0.06
S 0.04 0.06 -0.03
O -0.04 -0.07 0.07
C -0.01 0.02 0.09
H 0.05 0.01 -0.02
H 0.05 0.00 0.00
H 0.01 0.01 -0.02
H 0.01 -0.03 -0.03
H 0.01 0.01 -0.02
H 0.01 -0.02 -0.04
C -0.01 -0.06 0.09
S -0.05 0.07 -0.05
O 0.04 -0.05 0.03
C 0.06 -0.03 0.09
H 0.02 0.02 -0.05
H 0.02 0.01 -0.05
H -0.02 0.02 -0.02
H -0.03 -0.02 -0.04
H -0.01 0.02 -0.02
H -0.03 0.01 -0.04
C 0.08 -0.04 -0.08
S -0.13 0.09 0.00
O 0.02 -0.06 0.02
C 0.02 -0.10 -0.04
H -0.02 0.01 0.05
H -0.01 -0.01 0.05
H -0.02 0.01 0.01
H 0.02 0.04 0.02
H -0.02 0.02 0.01
H -0.01 0.05 0.02

Atomic charges from the Löwdin analysis, expressed in e, are listed below: O 0.07; C -0.77; Br 0.67; C -0.14; C -0.21; C -0.04; C -0.05; C -0.01; C -0.21; N 0.14; C -0.11; C -0.11; N 0.16; C -0.17; H 0.12; H 0.12; H 0.11; H 0.09; H 0.11; H 0.11; H 0.10; C -0.27; S 0.82; O -0.56; C -0.27; H 0.01; H 0.06; H 0.06; H 0.06; H 0.05; H 0.05; C -0.28; S 0.83; O -0.57; C -0.27; H 0.02; H 0.06; H 0.05; H 0.06; H 0.05; H 0.05; C -0.26; S 0.81; O -0.56; C -0.26; H 0.06; H 0.04; H 0.03; H 0.06; H 0.02; H 0.05; C -0.25; S 0.81; O -0.57; C -0.26; H 0.05; H 0.06; H 0.06; H 0.06; H 0.06; H 0.05; C -0.27; S 0.80; O -0.57; C -0.28; H 0.05; H 0.06; H 0.05; H 0.06; H 0.06; H 0.04; C -0.27; S 0.78; O -0.55; C -0.27; H 0.04; H 0.06; H 0.06; H 0.06; H 0.05; H 0.05; C -0.27; S 0.78; O -0.55; C -0.27; H 0.05; H 0.06; H 0.05; H 0.06; H 0.05; H 0.04



2.
# C24H49IN6O4P2

3 unconnected molecules or ions with the total composition C24H49IN6O4P2 at a distorted geometry (wB97M-V/def2-TZVPD, the Open Molecules 2025 dataset).

The calculated total energy is -69481.881 eV. Its SMILES is C=CCC1=C(CCCI)C(=O)C=CC1=O.CN(C)P(=O)(N(C)C)N(C)C.CN(C)P(=O)(N(C)C)N(C)C.

Element x y z (Å)
C: 2.25620 0.26247 -0.57101
C: 2.90247 1.18403 -1.43089
C: 2.04282 2.02551 -2.49256
C: 0.72593 2.58904 -1.80448
C: 0.72288 3.49222 -0.69831
C: 2.09361 4.06020 -0.05632
C: 2.82022 4.93707 -1.18833
C: 3.46236 6.30429 -0.66788
I: 3.91253 7.48391 -2.48803
C: -0.63470 4.00376 -0.04713
O: -0.71849 4.47517 1.11476
C: -1.94995 3.88846 -0.95252
C: -1.93509 3.00637 -2.06090
C: -0.66693 2.09329 -2.42484
O: -0.76302 1.06801 -3.14893
H: 2.72313 0.10017 0.45924
H: 1.33379 -0.29130 -0.94376
H: 4.02409 1.31471 -1.31614
H: 1.80002 1.30645 -3.36091
H: 2.66509 2.86460 -2.97802
H: 1.82237 4.66786 0.88469
H: 2.76594 3.20924 0.32670
H: 3.63272 4.31044 -1.69563
H: 2.01181 5.19806 -1.96558
H: 2.73972 6.96286 -0.07615
H: 4.44525 6.15515 -0.08773
H: -2.85853 4.51486 -0.67585
H: -2.85669 2.94014 -2.71882
O: -3.23840 -2.79739 -6.70299
P: -3.85361 -2.26551 -5.39749
N: -2.48973 -2.75159 -4.46968
C: -2.46769 -3.45024 -3.19652
C: -1.25324 -2.01060 -4.71013
N: -5.06004 -3.50230 -5.33416
C: -5.28125 -4.42177 -4.23236
C: -5.38739 -4.19354 -6.58116
N: -4.59944 -1.56822 -3.94305
C: -5.95933 -1.04291 -4.24284
C: -3.88004 -0.41453 -3.35870
H: -2.97131 -2.90918 -2.39003
H: -1.44499 -3.64168 -2.85654
H: -2.90475 -4.44317 -3.28278
H: -1.28959 -1.00410 -4.28420
H: -1.06378 -1.89954 -5.78282
H: -0.37683 -2.51973 -4.30269
H: -4.59857 -5.27738 -4.27715
H: -6.30335 -4.81772 -4.26410
H: -5.19297 -3.94239 -3.25730
H: -4.62968 -4.94107 -6.83651
H: -5.47699 -3.48796 -7.41018
H: -6.35413 -4.70308 -6.51277
H: -5.92035 -0.25144 -4.99650
H: -6.42578 -0.64579 -3.33584
H: -6.63509 -1.81994 -4.59994
H: -3.66080 0.34514 -4.11746
H: -2.94530 -0.70509 -2.88277
H: -4.46795 0.05385 -2.56322
O: 3.44209 -0.90102 3.41869
P: 2.83059 -0.33881 4.71407
N: 4.18917 -0.83756 5.64735
C: 4.20515 -1.53061 6.92412
C: 5.43220 -0.11056 5.40130
N: 1.61679 -1.56680 4.78742
C: 1.38799 -2.47434 5.89785
C: 1.28713 -2.26835 3.54653
N: 2.08544 0.37200 6.16098
C: 0.73072 0.90730 5.85342
C: 2.81248 1.52208 6.73917
H: 3.70816 -0.98060 7.72834
H: 5.22606 -1.73133 7.26404
H: 3.75758 -2.51907 6.84284
H: 5.40702 0.89985 5.82342
H: 5.61741 -0.00647 4.32731
H: 6.30515 -0.62603 5.80755
H: 2.06534 -3.33453 5.86242
H: 0.36362 -2.86411 5.86819
H: 1.47764 -1.98618 6.86839
H: 2.04057 -3.02307 3.29983
H: 1.20321 -1.57036 2.71034
H: 0.31726 -2.77108 3.61827
H: 0.77890 1.69377 5.09532
H: 0.26481 1.31375 6.75636
H: 0.04961 0.13399 5.49878
H: 3.04177 2.27458 5.97623
H: 3.74269 1.22400 7.22002
H: 2.22622 2.00142 7.52864

Cartesian forces, eV/Å:
C 1.73 1.72 -1.66
C -1.66 -1.36 1.49
C 0.52 -1.05 -0.21
C -0.61 1.17 1.06
C 0.35 -1.20 -1.05
C -0.82 -0.23 0.15
C -0.20 0.30 0.13
C -0.10 -0.49 0.23
I 0.00 -0.41 0.87
C -0.80 0.33 1.09
O 0.61 -1.43 -3.83
C 1.37 -1.84 -1.72
C 0.32 1.26 1.79
C -0.12 -0.74 -0.42
O 0.30 3.71 2.47
H -0.54 -0.68 -1.83
H 0.82 1.32 1.10
H -1.64 0.58 0.12
H -0.11 1.21 1.33
H -1.03 -1.22 0.99
H 0.29 -0.73 -1.62
H -1.11 1.12 -0.82
H -1.16 1.03 0.67
H 1.41 -0.35 1.08
H 1.02 -1.11 -0.84
H -1.61 0.29 -1.00
H 1.42 -0.99 -0.33
H 1.35 -0.20 0.86
O -0.94 4.34 -0.92
P 1.23 -8.19 2.70
N 1.41 0.23 0.65
C -0.38 0.01 0.17
C 0.03 0.29 -0.67
N -0.69 -0.15 -0.38
C -0.44 0.42 0.51
C 0.14 0.33 -0.31
N -0.68 2.91 -2.29
C -0.71 -0.26 0.23
C 0.57 0.02 0.34
H -0.12 -0.03 0.18
H 0.00 0.31 -0.30
H -0.22 0.07 0.03
H 0.23 0.04 0.10
H -0.17 -0.06 0.05
H -0.21 -0.12 0.08
H 0.03 -0.04 0.00
H 0.04 0.01 -0.16
H 0.22 0.06 -0.13
H 0.03 -0.02 -0.11
H 0.20 -0.15 0.12
H 0.05 0.07 0.33
H -0.11 0.14 0.14
H 0.30 0.07 -0.01
H 0.35 -0.06 -0.08
H -0.01 0.08 0.21
H 0.06 -0.18 -0.27
H -0.19 -0.17 -0.23
O -0.79 4.43 -1.14
P 0.96 -8.34 2.83
N 1.52 0.36 0.66
C -0.38 0.00 0.19
C -0.04 0.13 -0.68
N -0.69 -0.14 -0.38
C -0.46 0.42 0.51
C 0.13 0.31 -0.31
N -0.57 2.90 -2.34
C -0.74 -0.24 0.21
C 0.58 0.07 0.36
H -0.13 -0.03 0.18
H 0.00 0.31 -0.30
H -0.21 0.08 0.03
H 0.23 0.12 0.13
H -0.16 -0.03 0.06
H -0.21 -0.10 0.09
H 0.03 -0.04 -0.01
H 0.05 0.01 -0.16
H 0.22 0.06 -0.13
H 0.03 -0.02 -0.11
H 0.19 -0.15 0.11
H 0.05 0.08 0.33
H -0.11 0.14 0.14
H 0.30 0.07 -0.01
H 0.35 -0.07 -0.08
H -0.06 0.09 0.21
H 0.04 -0.22 -0.23
H -0.17 -0.16 -0.24

Atomic charges from the Löwdin analysis, expressed in e, are listed below: C 0.00; C -0.17; C -0.14; C -0.07; C -0.06; C -0.13; C -0.34; C -0.60; I 0.65; C -0.26; O 0.04; C 0.02; C 0.02; C -0.24; O 0.03; H 0.06; H 0.08; H 0.10; H 0.12; H 0.11; H 0.12; H 0.12; H 0.10; H 0.10; H 0.05; H 0.06; H 0.12; H 0.11; O -0.31; P 0.75; N -0.32; C -0.13; C -0.13; N -0.33; C -0.15; C -0.15; N -0.27; C -0.14; C -0.14; H 0.07; H 0.08; H 0.05; H 0.04; H 0.07; H 0.08; H 0.08; H 0.08; H 0.07; H 0.08; H 0.07; H 0.08; H 0.08; H 0.08; H 0.07; H 0.09; H 0.06; H 0.08; O -0.32; P 0.75; N -0.33; C -0.13; C -0.14; N -0.33; C -0.15; C -0.14; N -0.27; C -0.14; C -0.14; H 0.07; H 0.08; H 0.06; H 0.06; H 0.07; H 0.08; H 0.08; H 0.08; H 0.07; H 0.08; H 0.07; H 0.08; H 0.08; H 0.08; H 0.07; H 0.09; H 0.06; H 0.09



calculated total energy of number 2 (C24H49IN6O4P2)?
-69481.881 eV



calculated total energy of number 1 (C24H49BrN2O8S7)?
-190927.118 eV



What is the formula in the first record?
C24H49BrN2O8S7



Which of these has the highest calculated total energy?
C24H49IN6O4P2